# H16O8

A 8-piece molecular cluster, H16O8 overall in a non-equilibrium geometry (ωB97M-V/def2-TZVPD, OMol25).

Results
SMILES string = O.O.O.O.O.O.O.O
energy = -16637.6739 eV
ΔE to the lowest compared entry with this formula, charge and spin = 100.0 kcal/mol
2S+1 = 1
orbital gap = 0.357 Eh

```
24
Properties=species:S:1:pos:R:3:forces:R:3
O -41.3710 -13.6484 -5.5552 -3.368 -1.155 -1.128
H -41.9184 -14.1816 -6.2790 2.871 1.745 1.985
H -40.4282 -13.5555 -5.5739 0.746 -0.678 -1.151
O -41.6267 -14.6612 -2.9791 0.221 0.267 -0.668
H -41.5630 -14.3330 -3.9229 0.523 -0.123 1.589
H -40.7661 -14.6618 -2.4597 -0.896 0.036 -0.941
O -40.2887 -17.1985 -3.6654 4.127 -8.250 2.440
H -40.8903 -17.5923 -3.0209 0.287 -0.097 0.004
H -40.6817 -16.4837 -3.8723 -4.362 8.294 -2.353
O -42.2341 -11.0166 -4.6049 5.294 -0.527 -2.461
H -43.0142 -11.3550 -4.3110 -3.338 -1.678 1.216
H -41.6819 -11.8167 -4.9959 -2.172 2.334 1.265
O -39.5470 -14.9748 -1.3323 -1.251 -0.636 -1.386
H -39.3449 -14.5376 -0.5478 0.155 1.355 2.243
H -38.7138 -15.2659 -1.6436 1.222 -0.733 -0.776
O -43.3478 -15.5399 -0.3629 -0.721 2.108 -2.597
H -42.8129 -14.7345 -0.5404 0.385 -0.919 1.551
H -43.8892 -15.2690 -1.1936 0.251 -1.842 1.578
O -42.3053 -12.7632 -0.6604 4.881 0.120 5.584
H -42.3188 -13.3314 -1.3249 0.730 -4.178 -5.070
H -42.9875 -12.2637 -0.8558 -5.311 4.418 -0.900
O -44.4067 -15.1802 -2.9390 -0.679 1.878 -0.516
H -44.6087 -14.2012 -3.0503 0.440 -1.927 0.057
H -43.5477 -15.3190 -3.3698 -0.034 0.187 0.436
```
Positions in Å, forces in eV/Å.